C3H4InO4 | ωB97M-V/def2-TZVPD

Its multiplicity is 1. The energy relative to the best compared isomer or geometry (same formula, charge and spin) is 74.0 kcal/mol. Its LUMO energy (alpha / beta) is -6.897 / -8.914 eV. Its total charge is +1. Its calculated total energy is -607.29646 a.u.

Positions of all 12 atoms, in Å:
1 O 0.325 0.340 1.083
2 C 1.027 -0.179 -0.329
3 C -1.022 -0.116 0.989
4 O 1.841 -1.230 -0.213
5 O -0.119 -0.446 -1.090
6 C -1.210 0.275 -0.494
7 H -1.659 0.518 1.623
8 H -1.148 -1.184 1.225
9 H -2.134 -0.153 -0.900
10 In 3.182 -0.133 -0.875
11 O 1.676 0.900 -0.826
12 H -0.760 1.410 -0.193